Below is a cluster of 2 separate species, C2H8S4 in total in a non-equilibrium geometry, with properties calculated with wB97M-V/def2-TZVPD.

Results
Largest force on an atom ... 5.58 eV Å⁻¹
SMILES string ... CSS.CSS
Energy relative to the best compared isomer or geometry (same formula, charge and spin) ... 39.13 kcal per mole

Structure (XYZ):
```
14
Properties=species:S:1:pos:R:3:forces:R:3
C -2.54090 0.81240 -0.94296 -1.1 1.2 1.4
S -3.18375 -0.76240 -1.37927 0.7 -2.3 -1.1
S -1.55875 -1.64789 -2.57630 -1.5 0.2 0.3
H -1.70147 1.04850 -1.60712 -0.2 0.3 0.6
H -2.41403 0.87102 0.19802 0.6 -0.1 -1.8
H -3.43774 1.45354 -1.12961 1.0 0.1 -0.1
H -2.35629 -2.11760 -3.60155 0.5 0.5 0.7
C 1.56745 -0.29244 2.06930 1.0 -0.2 -0.8
S 2.92948 0.99206 2.11867 -0.4 -0.9 -0.7
S 4.03886 0.18539 0.54282 -2.3 -4.8 1.8
H 1.87126 -1.16420 2.63970 -0.2 0.4 1.2
H 1.43089 -0.87484 1.11130 -0.2 1.8 0.3
H 0.74923 0.33844 2.42912 -0.3 -1.0 -0.1
H 4.60577 1.15802 0.12787 2.3 4.6 -1.7
```
Forces are in eV/Å.



Below is a cluster of 5 separate species, C31H32N9O12 in total in a non-equilibrium geometry, with properties calculated with wB97M-V/def2-TZVPD.

Results
Largest force on an atom ... 3.39 eV Å⁻¹
Total charge ... +1
Energy relative to the best compared isomer or geometry (same formula, charge and spin) ... 0.00 kcal per mole

Structure (XYZ):
```
84
Properties=species:S:1:pos:R:3:forces:R:3
C 6.86956 -1.05330 -2.12448 -0.8 -0.2 0.4
C 5.58171 -0.61378 -2.84777 1.5 -0.6 1.1
O 5.60124 -0.44624 -4.01678 -0.7 0.4 -1.4
O 4.45092 -0.39230 -2.07916 0.3 0.4 -0.1
C 4.13806 1.01920 -2.06939 -0.1 0.7 1.0
C 2.77708 1.29619 -1.37334 -0.1 -1.8 -1.5
C 1.56296 1.05033 -2.40654 1.6 0.9 1.3
N 0.98348 -0.29302 -2.18055 0.0 3.4 0.0
C -0.07507 -0.45188 -1.39231 0.6 -2.7 -0.9
N -0.36304 -1.78200 -1.34359 -0.1 0.6 0.0
C 0.52294 -2.40552 -2.13268 0.2 1.2 0.2
N 0.64004 -3.71520 -2.39982 -0.3 0.0 -0.3
N 1.36496 -1.46696 -2.66973 -1.0 -1.6 0.4
O 2.40219 -1.75463 -3.48414 0.1 -0.4 2.1
N 2.32730 -1.01962 -4.72828 0.3 0.3 -1.9
O 3.16008 -1.43306 -5.39563 -0.4 0.5 -0.1
H 6.62853 -1.39040 -1.10072 0.4 0.2 -0.5
H 7.34444 -1.86270 -2.71010 -0.3 0.5 0.3
H 7.56006 -0.18643 -2.09892 -0.4 -0.5 0.0
H 4.16992 1.42504 -3.10247 -0.1 -0.2 0.6
H 4.91687 1.51872 -1.44841 -0.3 -0.2 -0.6
H 2.77239 2.32298 -1.00560 -0.1 -0.6 -0.1
H 2.60940 0.54885 -0.56505 0.4 0.7 -0.2
H 0.76876 1.77471 -2.15234 0.3 -0.6 -0.4
H 1.91213 1.23611 -3.43644 -0.5 -0.5 0.4
H -0.56002 0.38055 -0.87767 0.1 -0.5 -0.3
H 1.54216 -4.16876 -2.43063 -0.3 0.1 -0.3
H -0.21204 -4.20468 -2.64547 0.5 -0.2 0.3
C -1.12704 7.81647 -1.46126 0.1 0.0 0.0
C -0.53305 7.64381 -0.21713 -0.1 0.0 -0.2
C 0.27616 6.54445 0.01852 0.1 0.0 0.3
C 0.48501 5.62873 -1.00252 -0.3 0.3 -0.1
C -0.10909 5.78829 -2.24712 0.0 -0.1 -0.2
C -0.91865 6.88773 -2.47322 0.3 0.2 0.1
N 1.35708 4.48009 -0.76524 -0.1 0.3 0.1
O 1.84945 4.35283 0.33587 0.0 -0.2 -0.2
O 1.55210 3.69921 -1.69487 -0.4 0.9 0.1
H -1.75545 8.68018 -1.64359 0.0 0.0 0.0
H -0.69965 8.36938 0.56849 0.0 -0.1 0.0
H 0.73498 6.41641 0.98945 0.1 -0.1 -0.1
H 0.05067 5.07157 -3.04080 0.1 0.0 0.1
H -1.38437 7.02529 -3.43709 0.1 0.0 0.0
C -0.93638 -4.75835 0.10878 -0.1 -0.2 0.1
C 0.33985 -5.20569 0.43031 -0.2 -0.1 0.1
C 0.50231 -6.32636 1.23029 0.3 0.0 0.0
C -0.61953 -6.99227 1.69811 -0.1 0.4 -0.3
C -1.89676 -6.55234 1.39112 -0.3 0.0 0.0
C -2.05286 -5.42854 0.59271 0.2 0.0 0.0
N -0.44981 -8.19277 2.52553 0.0 -0.3 0.0
O 0.68862 -8.53904 2.79322 -0.2 0.1 -0.4
O -1.45105 -8.77212 2.89467 0.2 0.2 0.0
H -1.06399 -3.88821 -0.51665 -0.1 0.0 0.2
H 1.20930 -4.68162 0.05518 0.0 0.0 0.1
H 1.49873 -6.66848 1.47642 -0.1 -0.1 0.1
H -2.77074 -7.07071 1.76171 0.2 -0.1 0.1
H -3.04594 -5.07648 0.34441 0.0 0.0 0.0
C -7.86537 8.40812 -2.39355 0.0 0.0 0.0
C -7.71400 7.57144 -1.29503 0.0 0.1 -0.1
C -6.56716 6.80464 -1.15931 -0.1 -0.1 0.2
C -5.57842 6.88836 -2.12803 -0.4 0.3 0.0
C -5.72210 7.71467 -3.23249 0.1 0.1 -0.2
C -6.87282 8.47650 -3.36300 -0.1 -0.1 0.1
N -4.35319 6.09730 -1.97505 0.1 -0.1 0.0
O -4.26412 5.36806 -1.00534 0.0 0.1 -0.2
O -3.48658 6.21687 -2.82601 -0.5 -0.2 0.1
H -8.76026 9.01021 -2.49410 0.0 0.0 0.0
H -8.49009 7.51966 -0.54240 0.1 0.0 0.0
H -6.45652 6.15571 -0.30135 0.2 0.0 -0.1
H -4.95258 7.77559 -3.98989 0.0 -0.1 0.1
H -6.99552 9.12731 -4.21906 0.0 0.0 0.0
C 0.73357 -7.49818 5.55273 -0.1 -0.1 0.1
C 0.43693 -7.75523 6.88549 0.1 0.2 -0.1
C 0.78910 -6.83799 7.86493 -0.1 -0.1 0.2
C 1.43315 -5.66693 7.49576 -0.1 -0.3 -0.3
C 1.74050 -5.40357 6.17063 0.1 0.2 -0.2
C 1.38809 -6.32604 5.19712 -0.1 -0.1 0.2
N 1.78574 -4.68143 8.52559 0.1 0.2 0.2
O 1.51928 -4.95062 9.68092 0.0 0.0 -0.2
O 2.32122 -3.64957 8.16152 -0.1 -0.2 0.0
H 0.45331 -8.21184 4.78901 0.1 0.0 0.3
H -0.07199 -8.67019 7.16028 0.0 0.0 0.0
H 0.55505 -7.04456 8.90038 0.1 0.2 0.0
H 2.24729 -4.49172 5.88543 0.0 0.0 0.2
H 1.62059 -6.13020 4.15750 0.0 0.0 0.0
```
Forces are in eV/Å.



Below is a cluster of 2 separate species, C4H10OS in total in a non-equilibrium geometry, with properties calculated with wB97M-V/def2-TZVPD.

Results
Largest force on an atom ... 2.47 eV Å⁻¹
SMILES string ... C=CO.CCS
Energy relative to the best compared isomer or geometry (same formula, charge and spin) ... 41.23 kcal per mole

Structure (XYZ):
```
16
Properties=species:S:1:pos:R:3:forces:R:3
C 0.73408 1.63506 1.11739 -1.3 -0.9 0.4
C 1.87363 0.99117 1.31610 0.2 2.3 -0.9
O 3.04554 1.76426 1.28341 -0.3 -1.6 0.0
H -0.18424 1.14003 1.40566 0.1 -0.4 -0.6
H 0.54660 2.61235 0.70104 0.8 0.5 0.5
H 1.98145 -0.08373 1.30964 0.0 -0.1 0.8
H 3.63906 1.21279 1.80167 0.6 0.4 -0.2
C -0.15423 -1.87531 -1.74708 0.3 0.7 0.7
C -1.64247 -1.58622 -1.38634 1.7 -1.6 -0.2
S -1.84424 -0.33364 -0.10872 -0.5 0.3 -0.9
H 0.49583 -2.22958 -0.91686 -0.8 0.2 0.0
H -0.07773 -2.68130 -2.48543 -0.1 0.5 -0.3
H 0.29506 -0.91434 -2.02977 0.2 -0.5 -0.6
H -1.95469 -2.56976 -1.03972 -0.9 0.3 0.3
H -2.15792 -1.35648 -2.31566 -0.3 0.2 0.2
H -1.97495 0.67837 -1.01836 0.1 -0.3 0.7
```
Forces are in eV/Å.